Record 1
Computed, not measured: an isolated molecule of C22H32N4OS, with ωB97M-V/def2-TZVPD.

Geometry as XYZ:
```
60
Properties=species:S:1:pos:R:3:lowdin_charge:R:1
C 4.88 2.00 -1.77 -0.398
H 4.04 1.40 -2.09 0.017
H 4.71 3.05 -2.00 0.026
H 5.80 1.66 -2.23 0.035
S 5.03 1.89 0.04 0.801
C 5.56 0.16 0.22 -0.457
H 6.53 0.05 -0.26 0.079
H 5.68 0.02 1.29 0.069
C 4.57 -0.85 -0.37 -0.442
N 3.20 -0.39 -0.19 -0.182
C 2.22 -1.01 -1.04 -0.182
C 0.99 -0.12 -1.10 -0.106
H 1.28 0.87 -1.48 0.121
H 0.25 -0.55 -1.79 0.111
C 0.38 0.06 0.29 -0.265
N -0.27 -1.16 0.73 -0.051
C -1.47 -1.63 0.29 -0.237
C -1.68 -2.84 0.91 0.000
C -0.55 -3.02 1.71 -0.137
N 0.28 -2.01 1.59 0.074
H -0.32 -3.84 2.36 0.099
H -2.53 -3.49 0.79 0.091
N -2.25 -0.91 -0.60 0.169
C -3.44 -1.33 -1.13 -0.475
O -3.89 -2.45 -0.98 0.091
C -4.16 -0.25 -1.92 -0.100
H -3.53 0.63 -2.03 0.106
H -4.39 -0.64 -2.91 0.125
C -5.48 0.13 -1.23 -0.180
H -6.18 -0.70 -1.33 0.116
H -5.90 1.00 -1.74 0.106
C -5.31 0.42 0.27 -0.145
C -4.17 1.36 0.60 -0.246
C -3.26 1.02 1.59 -0.051
C -2.20 1.86 1.90 -0.095
C -2.04 3.05 1.22 -0.097
C -2.95 3.41 0.24 -0.080
C -4.01 2.57 -0.07 -0.047
H -4.72 2.86 -0.82 0.114
H -2.84 4.34 -0.29 0.102
H -1.22 3.71 1.46 0.103
H -1.50 1.58 2.68 0.106
H -3.37 0.08 2.12 0.119
H -5.15 -0.52 0.80 0.116
H -6.24 0.85 0.64 0.124
H -1.98 0.05 -0.76 0.127
C 1.47 0.50 1.27 -0.111
C 2.72 -0.37 1.18 -0.197
H 3.49 0.07 1.82 0.111
H 2.48 -1.38 1.55 0.103
H 1.08 0.46 2.29 0.114
H 1.74 1.53 1.04 0.116
H -0.39 0.85 0.26 0.120
H 2.64 -1.13 -2.05 0.125
H 1.92 -2.01 -0.68 0.123
C 4.87 -2.25 0.19 -0.044
H 4.19 -2.98 -0.24 0.076
H 4.76 -2.26 1.27 0.077
H 5.89 -2.53 -0.06 0.079
H 4.73 -0.88 -1.46 0.132
```

Calculated values
2S+1   1
Structure (SMILES)   CSC[C@@H](C)N1CCC(n2nccc2NC(=O)CCCc2ccccc2)CC1
Kohn-Sham gap   8.566 eV
ΔE to the lowest compared entry with this formula, charge and spin   56.1 kJ/mol
LUMO level   0.022 hartree


Record 2
Computed, not measured: an isolated molecule of C3H3ClN2O2 at a distorted geometry, with ωB97M-V/def2-TZVPD.

Geometry as XYZ:
```
11
Properties=species:S:1:pos:R:3:lowdin_charge:R:1
C -0.83 -0.80 0.00 -0.030
C -1.67 0.24 0.03 -0.756
C 0.32 1.16 0.01 -0.496
H 2.03 -0.85 0.87 0.100
H 2.30 -0.44 -0.72 0.119
H -0.98 -1.89 -0.08 0.141
N 1.63 -0.91 -0.07 0.096
N 0.44 -0.22 0.01 -0.121
O -1.03 1.40 0.02 0.089
O 1.17 1.98 -0.04 0.136
Cl -3.39 0.31 -0.03 0.722
```

Calculated values
2S+1   1
Structure (SMILES)   Nn1cc(Cl)oc1=O
Kohn-Sham gap   9.329 eV
ΔE to the lowest compared entry with this formula, charge and spin   112.2 kJ/mol
LUMO level   0.024 hartree


Record 3
Computed, not measured: a cluster of 2 separate species, Cl2OS in total at a distorted geometry, with ωB97M-V/def2-TZVPD.

Geometry as XYZ:
```
4
Properties=species:S:1:pos:R:3:lowdin_charge:R:1
O -0.99 -0.70 0.43 -0.972
S 0.16 0.00 -1.46 0.291
Cl -0.26 -0.84 1.78 0.592
Cl 1.09 1.54 -0.75 0.089
```

Calculated values
2S+1   3
⟨S²⟩   2.009
Kohn-Sham gap (spin up / spin down)   9.092 / 6.295 eV
ΔE to the lowest compared entry with this formula, charge and spin   202.0 kJ/mol
LUMO level (spin up / spin down)   -0.002 / -0.107 hartree


Record 4
Computed, not measured: a cluster of 2 separate species, C6H5O2P in total at a distorted geometry, with ωB97M-V/def2-TZVPD.

Geometry as XYZ:
```
14
Properties=species:S:1:pos:R:3:lowdin_charge:R:1
C 1.85 -0.05 -1.82 -0.123
C 2.40 0.28 -0.63 -0.164
C 0.52 0.14 -1.71 -0.023
C 1.55 0.56 0.36 -0.048
C -0.92 0.20 0.27 -0.084
C 0.25 0.41 -0.28 -0.219
O -1.98 -0.02 0.55 0.087
O -3.69 -1.70 3.39 -0.554
P -3.68 -1.14 2.03 0.800
H 2.35 0.01 -2.75 0.099
H 3.54 0.26 -0.42 0.139
H -0.03 0.03 -2.62 0.104
H 1.66 0.80 1.41 0.115
H -3.85 0.24 2.21 -0.128
```

Calculated values
2S+1   1
Structure (SMILES)   O=C=C1C=CC=C1.O=P
Kohn-Sham gap   8.206 eV
ΔE to the lowest compared entry with this formula, charge and spin   26.5 kJ/mol
LUMO level   -0.023 hartree


Record 5
Computed, not measured: a structure of composition C24H44CrN3OP2S at a distorted geometry, with ωB97M-V/def2-TZVPD.

Geometry as XYZ:
```
76
Properties=species:S:1:pos:R:3:lowdin_charge:R:1
Cr -0.57 -0.15 -0.96 0.174
P -0.31 -2.38 -1.32 0.980
P -0.34 2.13 -1.01 0.979
N 1.32 -0.12 -1.83 -0.214
C 1.29 -2.53 -2.21 -0.277
H 1.86 -3.41 -1.91 0.094
H 1.09 -2.60 -3.28 0.096
C 2.16 -1.33 -1.99 -0.267
H 2.84 -1.44 -1.14 0.089
H 2.84 -1.09 -2.83 0.131
C 2.15 1.11 -1.55 -0.250
H 3.01 1.03 -2.22 0.125
H 2.61 1.03 -0.56 0.106
C 1.33 2.36 -1.74 -0.281
H 1.24 2.52 -2.82 0.097
H 1.88 3.20 -1.32 0.094
C -0.13 2.89 0.66 -0.524
C -1.35 2.67 1.54 -0.099
H -1.11 2.95 2.57 0.084
H -1.68 1.62 1.55 0.056
H -2.19 3.28 1.20 0.070
C -1.47 3.09 -2.09 -0.524
C -2.85 3.24 -1.45 -0.098
H -3.57 3.54 -2.23 0.092
H -2.86 4.02 -0.68 0.077
H -3.22 2.31 -1.01 0.064
C -1.52 -3.21 -2.44 -0.522
C -2.87 -3.42 -1.75 -0.097
H -3.62 -3.65 -2.52 0.092
H -3.21 -2.52 -1.22 0.061
H -2.84 -4.26 -1.05 0.078
C -0.01 -3.34 0.23 -0.526
C -1.14 -3.13 1.23 -0.117
H -0.86 -3.58 2.19 0.078
H -2.07 -3.61 0.88 0.073
H -1.36 -2.07 1.41 0.054
C -2.24 -0.18 -0.29 -0.328
C -0.91 4.43 -2.57 -0.098
H -0.82 5.15 -1.74 0.068
H 0.07 4.33 -3.05 0.066
H -1.59 4.86 -3.31 0.091
C -1.01 -4.49 -3.09 -0.099
H -1.74 -4.81 -3.84 0.091
H -0.05 -4.36 -3.61 0.066
H -0.90 -5.31 -2.37 0.067
C 0.29 -4.82 0.01 -0.099
H 0.62 -5.25 0.96 0.088
H -0.61 -5.38 -0.29 0.075
H 1.08 -5.01 -0.72 0.070
C 0.27 4.37 0.64 -0.098
H -0.57 5.02 0.37 0.076
H 0.58 4.68 1.65 0.079
H 1.11 4.59 -0.03 0.068
H 0.71 2.28 1.06 0.073
H 0.90 -2.85 0.63 0.070
H -1.57 2.42 -2.97 0.105
H -1.65 -2.45 -3.23 0.109
O -3.23 -0.23 0.36 0.087
H 1.06 0.03 -2.85 0.150
H -1.51 0.00 -2.16 0.002
N 2.71 -1.44 1.11 0.071
C 2.04 -0.78 2.11 -0.653
N 1.91 0.54 2.15 0.088
C 1.53 0.93 3.44 -0.302
C 1.48 2.26 3.91 -0.026
C 1.28 2.48 5.28 -0.079
C 1.11 1.42 6.15 -0.080
C 1.11 0.09 5.70 -0.083
C 1.28 -0.15 4.35 -0.458
S 1.44 -1.69 3.51 1.067
H 3.43 -0.85 0.69 0.112
H 2.99 -2.37 1.33 0.089
H 1.69 3.06 3.19 0.109
H 1.25 3.51 5.64 0.108
H 1.01 1.61 7.20 0.100
H 0.99 -0.74 6.37 0.109
```

Calculated values
Charge   +1
2S+1   5
⟨S²⟩   6.043
Kohn-Sham gap (spin up / spin down)   6.865 / 7.125 eV
ΔE to the lowest compared entry with this formula, charge and spin   65.0 kJ/mol
LUMO level (spin up / spin down)   -0.079 / -0.130 hartree


Record 6
Computed, not measured: an isolated molecule of C4H9NOS at a distorted geometry, with ωB97M-V/def2-TZVPD.

Geometry as XYZ:
```
16
Properties=species:S:1:pos:R:3:lowdin_charge:R:1
C -1.38 0.60 -0.37 -0.067
C -0.27 -1.63 0.21 -0.032
C 0.52 0.60 1.28 -0.102
C -0.06 -0.07 0.04 -0.689
N 0.78 0.04 -1.23 -0.253
O 2.59 0.83 -2.62 -0.507
S 2.14 0.72 -1.25 0.900
H -1.48 1.60 -0.72 0.075
H -1.63 -0.06 -1.15 0.059
H -2.15 0.46 0.38 0.088
H 0.72 -2.06 -0.13 0.096
H -1.11 -2.00 -0.39 0.079
H -0.34 -1.67 1.32 0.077
H 1.66 0.62 1.41 0.077
H 0.17 1.67 1.05 0.093
H -0.17 0.34 2.16 0.106
```

Calculated values
2S+1   1
Kohn-Sham gap   9.979 eV
ΔE to the lowest compared entry with this formula, charge and spin   262.2 kJ/mol
LUMO level   -0.010 hartree


Record 7
Computed, not measured: a structure of composition C24H56N8O12SZn2 at a distorted geometry, with ωB97M-V/def2-TZVPD.

Geometry as XYZ:
```
103
Properties=species:S:1:pos:R:3:lowdin_charge:R:1
Zn 1.24 1.58 -1.96 0.741
Zn -1.06 -0.49 2.78 0.732
S 0.04 0.11 -0.21 0.372
O 1.40 0.74 -0.16 -0.361
O -0.58 0.75 -1.41 -0.349
O 0.10 -1.35 -0.31 -0.346
O -0.70 0.43 1.03 -0.337
C 0.87 2.99 2.76 0.035
C 0.72 1.98 3.87 -0.504
O -0.11 1.08 3.78 0.003
N 1.54 2.05 4.90 0.043
C 1.68 1.00 5.91 -0.026
H 1.56 2.60 2.01 0.084
H 1.37 3.90 3.12 0.088
H -0.11 3.19 2.34 0.088
H 2.27 2.75 4.87 0.142
H 2.26 0.18 5.48 0.088
H 0.72 0.58 6.19 0.089
H 2.18 1.40 6.78 0.090
C -5.57 -1.33 -4.79 -0.006
C -4.20 -1.68 -4.28 -0.557
O -3.46 -2.43 -4.86 0.061
N -3.82 -1.06 -3.12 0.004
C -2.51 -1.31 -2.57 -0.089
H -6.31 -1.35 -3.99 0.080
H -5.86 -2.09 -5.52 0.086
H -5.63 -0.37 -5.29 0.085
H -4.25 -0.18 -2.88 0.127
H -2.23 -2.35 -2.66 0.077
H -2.48 -0.94 -1.54 0.062
H -1.72 -0.71 -3.04 0.078
C 2.82 -2.00 -2.22 0.026
C 2.34 -1.11 -3.33 -0.485
O 1.77 -0.06 -3.07 -0.004
N 2.57 -1.47 -4.59 0.045
C 1.97 -0.81 -5.76 -0.022
H 3.54 -2.74 -2.57 0.094
H 1.95 -2.59 -1.90 0.088
H 3.16 -1.42 -1.38 0.086
H 3.18 -2.25 -4.80 0.143
H 1.94 0.26 -5.62 0.082
H 0.98 -1.22 -5.94 0.097
H 2.57 -1.08 -6.62 0.093
C -3.29 -4.13 1.95 0.037
C -2.19 -3.22 1.47 -0.473
O -1.94 -2.17 2.09 -0.023
N -1.62 -3.42 0.28 0.061
C -1.57 -4.63 -0.52 -0.036
H -4.19 -3.52 1.90 0.102
H -3.13 -4.45 2.97 0.097
H -3.40 -5.03 1.36 0.073
H -1.06 -2.63 -0.04 0.081
H -2.24 -4.58 -1.37 0.090
H -1.85 -5.50 0.07 0.082
H -0.56 -4.83 -0.87 0.085
C -4.82 -0.07 4.45 0.035
C -4.05 0.44 3.28 -0.499
O -2.83 0.31 3.21 0.001
N -4.72 1.05 2.31 0.055
C -4.03 1.58 1.14 -0.033
H -5.90 0.02 4.36 0.089
H -4.51 0.49 5.34 0.104
H -4.56 -1.11 4.62 0.097
H -5.72 1.06 2.34 0.148
H -3.41 0.83 0.65 0.079
H -3.38 2.40 1.44 0.088
H -4.77 1.98 0.45 0.093
C -1.61 3.96 -1.38 0.033
C -0.15 4.29 -1.26 -0.464
O 0.74 3.43 -1.37 -0.010
N 0.14 5.51 -0.82 0.043
C 1.48 6.06 -0.60 -0.026
H -2.20 4.79 -1.77 0.095
H -1.96 3.70 -0.38 0.092
H -1.78 3.07 -1.97 0.083
H -0.63 6.13 -0.63 0.147
H 2.08 5.38 0.02 0.085
H 1.40 7.00 -0.08 0.092
H 2.03 6.17 -1.54 0.095
C 5.15 2.28 -3.29 0.034
C 4.44 2.08 -2.00 -0.501
O 3.21 2.15 -1.94 -0.011
N 5.18 1.88 -0.91 0.051
C 4.65 1.56 0.43 -0.018
H 4.55 1.82 -4.06 0.092
H 6.16 1.87 -3.27 0.090
H 5.19 3.36 -3.47 0.106
H 6.18 1.90 -0.99 0.146
H 3.57 1.57 0.42 0.055
H 5.00 2.34 1.12 0.091
H 5.08 0.62 0.77 0.089
C 2.08 -3.13 3.75 0.020
C 1.49 -2.35 2.64 -0.469
O 0.75 -1.37 2.88 -0.027
N 1.79 -2.64 1.37 0.059
C 2.73 -3.63 0.91 -0.052
H 1.89 -4.19 3.58 0.096
H 1.65 -2.84 4.70 0.091
H 3.16 -3.02 3.82 0.103
H 1.25 -2.08 0.69 0.079
H 3.66 -3.17 0.57 0.088
H 2.32 -4.21 0.08 0.086
H 2.96 -4.32 1.71 0.080
```

Calculated values
Charge   +2
2S+1   1
Kohn-Sham gap   9.063 eV
ΔE to the lowest compared entry with this formula, charge and spin   0.0 kJ/mol
LUMO level   -0.135 hartree


Record 8
Computed, not measured: an isolated molecule of C3H4N2O2 at a distorted geometry, with ωB97M-V/def2-TZVPD.

Geometry as XYZ:
```
11
Properties=species:S:1:pos:R:3:lowdin_charge:R:1
C -1.02 1.67 -0.03 0.019
C -0.66 -1.16 -0.04 -0.302
C 1.74 -0.63 0.08 -0.198
H -1.12 2.76 0.13 0.093
H -1.88 1.15 0.00 0.017
H -0.24 -2.10 -0.14 0.102
H 1.85 -1.71 0.42 0.144
N 0.17 1.21 -0.07 0.063
N 0.33 -0.19 -0.01 -0.061
O -1.85 -1.11 -0.14 0.076
O 2.69 0.11 -0.20 0.048
```

Calculated values
2S+1   1
Structure (SMILES)   C=NN(C=O)C=O
Kohn-Sham gap   10.834 eV
ΔE to the lowest compared entry with this formula, charge and spin   339.0 kJ/mol
LUMO level   0.019 hartree


Record 9
Computed, not measured: a structure of composition C7H15KO3S at a distorted geometry, with ωB97M-V/def2-TZVPD.

Geometry as XYZ:
```
27
Properties=species:S:1:pos:R:3:lowdin_charge:R:1
K -2.50 -1.23 -0.59 0.896
C -6.35 2.71 -4.67 -0.122
C -6.24 1.26 -4.38 -0.711
C -5.21 0.67 -5.30 -0.137
O -6.06 0.93 -3.01 -0.387
H -7.27 3.25 -4.45 0.064
H -6.10 2.93 -5.71 0.054
H -5.58 3.22 -4.09 0.065
H -7.13 0.82 -4.83 0.100
H -4.22 1.06 -5.07 0.059
H -5.43 1.01 -6.32 0.057
H -5.18 -0.42 -5.28 0.059
C 4.79 -1.04 4.84 -0.239
C 5.43 -0.09 3.81 -0.196
C 5.10 -0.71 2.46 -0.206
S 3.83 -2.07 2.66 0.714
O 4.47 -3.39 2.73 -0.343
O 2.61 -1.93 1.84 -0.365
C 3.47 -1.46 4.33 -0.255
H 4.66 -0.52 5.80 0.120
H 5.35 -1.95 5.03 0.124
H 6.50 -0.02 3.97 0.116
H 5.06 0.93 3.82 0.117
H 5.78 -1.05 1.68 0.106
H 4.43 0.00 1.98 0.087
H 2.93 -2.28 4.79 0.118
H 2.86 -0.64 3.96 0.103
```

Calculated values
2S+1   1
Kohn-Sham gap   3.204 eV
ΔE to the lowest compared entry with this formula, charge and spin   148.3 kJ/mol
LUMO level   -0.066 hartree


Record 10
Computed, not measured: a cluster of 2 separate species, C2H5NO3 in total at a distorted geometry, with ωB97M-V/def2-TZVPD.

Geometry as XYZ:
```
11
Properties=species:S:1:pos:R:3:lowdin_charge:R:1
C 1.43 -0.23 0.41 -0.096
C 0.43 0.09 -0.68 -0.427
N -2.36 0.10 0.35 -0.226
O -2.00 1.18 0.68 0.134
O -3.23 -0.70 0.41 0.155
O -0.62 -0.75 -0.79 -0.051
H 2.45 -0.49 0.01 0.077
H 1.59 0.63 1.05 0.055
H 1.19 -1.17 1.00 0.101
H 0.90 0.16 -1.74 0.153
H 0.19 1.19 -0.70 0.126
```

Calculated values
2S+1   1
Kohn-Sham gap (spin up / spin down)   8.415 / 9.866 eV
ΔE to the lowest compared entry with this formula, charge and spin   655.5 kJ/mol
LUMO level (spin up / spin down)   -0.043 / -0.025 hartree


Record 11
Computed, not measured: a cluster of 2 separate species, C3H11NO2 in total at a distorted geometry, with ωB97M-V/def2-TZVPD.

Geometry as XYZ:
```
17
Properties=species:S:1:pos:R:3:lowdin_charge:R:1
C -1.42 1.87 -0.81 -0.311
O -0.58 1.23 0.08 -0.088
C -2.80 1.07 -0.97 -0.078
H -1.61 2.76 -0.21 0.111
H -1.04 2.11 -1.74 0.084
H 0.05 0.61 -0.36 0.064
H -3.49 1.52 -1.77 0.087
H -2.75 0.08 -1.43 0.047
H -3.22 0.91 0.03 0.063
N 2.29 -1.52 1.96 -0.010
C 2.41 -1.96 0.54 -0.290
O 1.80 -0.86 -0.25 -0.169
H 2.64 -0.52 1.97 0.101
H 1.42 -1.61 2.46 0.049
H 3.48 -1.90 0.16 0.123
H 2.02 -2.98 0.29 0.114
H 0.80 -0.80 0.06 0.104
```

Calculated values
2S+1   1
Structure (SMILES)   CCO.NCO
Kohn-Sham gap   10.262 eV
ΔE to the lowest compared entry with this formula, charge and spin   174.4 kJ/mol
LUMO level   0.029 hartree


Record 12
Computed, not measured: an isolated molecule of C4H7NO, with ωB97M-V/def2-TZVPD.

Geometry as XYZ:
```
13
Properties=species:S:1:pos:R:3:lowdin_charge:R:1
C -0.62 -0.66 -1.75 -0.099
N 0.60 0.82 -0.26 0.043
C 0.41 -0.58 -0.62 -0.296
C 0.41 1.25 0.92 -0.123
C 0.02 0.51 2.16 -0.228
O -0.18 1.11 3.19 0.054
H -0.69 -1.68 -2.14 0.072
H -0.33 0.01 -2.56 0.073
H -1.61 -0.36 -1.39 0.073
H 0.11 -1.24 0.21 0.089
H 1.38 -0.94 -0.99 0.117
H 0.55 2.32 1.10 0.115
H -0.07 -0.59 2.12 0.111
```

Calculated values
2S+1   1
Structure (SMILES)   CC/N=C\C=O
Kohn-Sham gap   9.372 eV
ΔE to the lowest compared entry with this formula, charge and spin   178.0 kJ/mol
LUMO level   -0.007 hartree


Question: Look up the 2S+1 of the eighth one.
Answer: 1


Question: Look up the 2S+1 of the eighth one.
Answer: 1


Question: The highest ΔE to the lowest compared entry with this formula, charge and spin belongs to which entry?
Answer: C2H5NO3